1.
Formula: C11H15N
Source: OMol25
Level of theory: the ωB97M-V functional and the def2-TZVPD basis

The geometry in XYZ format:
```
27
Properties=species:S:1:pos:R:3
C -3.862 -1.160 -0.474
C -4.048 0.328 -0.631
H -4.063 -1.389 0.575
H -4.452 -1.802 -1.161
H -2.829 -1.505 -0.573
H -5.049 0.553 -0.968
H -3.443 0.822 -1.403
H -3.918 0.900 0.288
C 1.451 -2.692 -0.719
C -0.235 -1.508 1.025
C 0.756 -1.490 -0.056
C 0.470 0.679 0.823
C 1.154 -0.160 -0.141
C 0.897 1.972 0.983
C 2.037 0.542 -1.023
C 1.618 2.652 0.008
C 2.203 1.881 -1.060
N -0.284 -0.268 1.507
H -0.796 -2.224 1.606
H -0.941 0.152 2.154
H 1.936 -2.244 -1.581
H 0.652 -3.322 -1.117
H 0.444 2.425 1.862
H 2.656 -0.072 -1.673
H 2.027 3.606 0.272
H 3.225 2.239 -1.315
H 2.287 -3.125 -0.115
```

Values from the calculation:
Energy above the lowest of the compared OMol25 structures with the same formula, charge and spin   40.2 kcal/mol
2S+1   2
LUMO energy (spin up / spin down)   -0.145 / -0.257 Ha
Highest occupied orbital energy (spin up / spin down)   -0.479 / -0.498 Ha
Max |F|   4.71 eV/A
Charge   +1
⟨S²⟩   0.783

Löwdin population analysis, charges in e, atoms 1 to 8: C -0.17; C -0.18; H 0.06; H 0.08; H 0.03; H 0.06; H 0.07; H 0.06


2.
Formula: C25H26F3N5O3
Source: OMol25
Level of theory: the ωB97M-V functional and the def2-TZVPD basis

The geometry in XYZ format:
```
62
Properties=species:S:1:pos:R:3
C 1.243 -1.899 3.128
N 0.804 -2.338 1.827
C -0.166 -1.705 1.132
O -0.809 -0.775 1.586
C -0.444 -2.294 -0.217
C -1.768 -2.555 -0.542
C -2.102 -3.167 -1.736
C -1.099 -3.526 -2.622
C 0.220 -3.234 -2.334
C 0.563 -2.594 -1.145
N 1.903 -2.306 -0.886
C 2.363 -1.123 -0.345
C 1.579 0.015 -0.292
C 2.074 1.161 0.344
N 1.344 2.288 0.476
C 0.015 2.477 0.054
C -0.340 2.291 -1.278
C -1.627 2.498 -1.718
C -2.632 2.918 -0.836
N -3.910 3.167 -1.313
C -4.526 2.226 -2.230
C -5.272 1.140 -1.440
O -6.249 1.700 -0.593
C -5.671 2.616 0.314
C -4.928 3.724 -0.443
C -2.264 3.131 0.494
C -0.972 2.908 0.946
O -0.734 3.156 2.274
C -0.132 2.108 3.023
N 3.306 1.212 0.878
C 4.067 0.147 0.787
C 3.667 -1.046 0.198
C 4.548 -2.242 0.195
F 3.978 -3.305 0.823
F 4.826 -2.698 -1.053
F 5.726 -2.050 0.791
H 2.234 -1.443 3.071
H 0.530 -1.160 3.488
H 1.276 -2.742 3.818
H 1.320 -3.089 1.396
H -2.531 -2.285 0.173
H -3.135 -3.373 -1.970
H -1.345 -4.022 -3.549
H 1.000 -3.493 -3.035
H 2.574 -2.879 -1.378
H 0.585 0.018 -0.704
H 1.755 3.000 1.063
H 0.425 2.003 -1.984
H -1.843 2.364 -2.766
H -3.782 1.760 -2.871
H -5.239 2.776 -2.854
H -5.804 0.465 -2.112
H -4.542 0.566 -0.847
H -6.496 3.024 0.900
H -4.974 2.087 0.981
H -4.488 4.447 0.242
H -5.645 4.249 -1.085
H -2.976 3.451 1.237
H 0.956 2.219 3.077
H -0.382 1.133 2.603
H -0.542 2.185 4.031
H 5.053 0.236 1.223
```

Values from the calculation:
LUMO energy   0.022 Ha
Highest occupied orbital energy   -0.272 Ha
Max |F|   0.70 eV/A
Structure (SMILES)   CNC(=O)c1ccccc1Nc1cc(Nc2ccc(N3CCOCC3)cc2OC)ncc1C(F)(F)F

Löwdin population analysis, charges in e, atoms 1 to 8: C -0.04; N 0.04; C -0.48; O 0.06; C -0.09; C -0.01; C -0.08; C -0.08


3.
Formula: C18H10F5N2O4S2
Source: OMol25
Level of theory: the ωB97M-V functional and the def2-TZVPD basis

The geometry in XYZ format:
```
41
Properties=species:S:1:pos:R:3
F -5.750 -0.776 0.664
C -4.845 -0.026 0.000
F -5.167 0.000 -1.318
F -4.897 1.247 0.464
S -3.167 -0.838 0.195
C -2.052 0.393 -0.495
C -1.171 0.016 -1.612
C -0.340 0.991 -2.199
C 0.544 0.663 -3.228
C 0.570 -0.641 -3.753
C 1.378 -0.973 -4.895
N 2.059 -1.295 -5.793
C -0.205 -1.631 -3.136
C -1.060 -1.309 -2.079
O -2.907 -0.987 1.605
O -3.335 -2.024 -0.630
H -2.423 1.413 -0.416
H -0.406 2.009 -1.808
H 1.175 1.432 -3.684
H -0.156 -2.670 -3.498
H -1.630 -2.119 -1.638
F -0.005 2.344 5.267
C -0.094 3.176 4.170
F 1.139 3.731 3.895
S -0.750 2.319 2.724
N 0.679 1.130 2.473
C 2.000 0.839 2.904
O 2.582 1.280 3.876
C 2.488 -0.184 1.885
C 1.453 -0.509 1.034
C 1.623 -1.364 -0.072
C 2.914 -1.775 -0.400
C 3.961 -1.524 0.494
C 3.743 -0.761 1.658
C 0.337 0.364 1.413
O -0.801 0.618 0.926
H -0.844 3.964 4.348
H 0.763 -1.690 -0.640
H 3.107 -2.321 -1.333
H 4.951 -1.936 0.264
H 4.536 -0.575 2.366
```

Values from the calculation:
Energy above the lowest of the compared OMol25 structures with the same formula, charge and spin   43.1 kcal/mol
LUMO energy   0.059 Ha
Highest occupied orbital energy   -0.094 Ha
Max |F|   7.49 eV/A
Charge   -1

Löwdin population analysis, charges in e, atoms 1 to 8: F 0.10; C -0.63; F 0.10; F 0.10; S 0.74; C -0.25; C -0.28; C -0.06


4.
Formula: C13H17ClN2O
Source: OMol25
Level of theory: the ωB97M-V functional and the def2-TZVPD basis

The geometry in XYZ format:
```
34
Properties=species:S:1:pos:R:3
O -0.730 -2.341 -0.716
C -0.866 -1.342 -0.038
N 0.072 -0.868 0.804
C 1.410 -1.412 0.841
C 2.423 -0.533 0.096
C 2.703 0.776 0.831
C 3.540 1.713 -0.050
C 4.508 0.929 -0.944
C 4.936 -0.362 -0.255
C 3.737 -1.305 -0.099
C -2.172 -0.598 -0.031
C -3.339 -1.355 -0.120
C -4.575 -0.734 -0.148
C -4.607 0.651 -0.100
N -3.511 1.387 -0.049
C -2.342 0.787 -0.018
Cl -1.000 1.876 -0.006
H -0.082 0.011 1.271
H 1.714 -1.533 1.886
H 1.358 -2.394 0.366
H 1.992 -0.294 -0.881
H 1.772 1.277 1.099
H 3.236 0.552 1.757
H 4.098 2.399 0.590
H 2.879 2.315 -0.675
H 4.027 0.679 -1.891
H 5.381 1.543 -1.173
H 5.354 -0.117 0.723
H 5.720 -0.856 -0.831
H 3.647 -1.941 -0.982
H 3.904 -1.960 0.759
H -3.244 -2.430 -0.171
H -5.486 -1.306 -0.210
H -5.535 1.206 -0.113
```

Values from the calculation:
Energy above the lowest of the compared OMol25 structures with the same formula, charge and spin   9.6 kcal/mol
LUMO energy   0.019 Ha
Highest occupied orbital energy   -0.352 Ha
Max |F|   0.50 eV/A
Structure (SMILES)   O=C(NCC1CCCCC1)c1cccnc1Cl

Löwdin population analysis, charges in e, atoms 1 to 8: O 0.07; C -0.47; N 0.06; C -0.15; C -0.31; C -0.17; C -0.19; C -0.21


5.
Formula: C39H40N5O10Ta
Source: OMol25
Level of theory: the ωB97M-V functional and the def2-TZVPD basis

The geometry in XYZ format:
```
95
Properties=species:S:1:pos:R:3
Ta -0.018 -0.318 0.037
O 3.959 0.397 -1.124
C 2.969 -0.041 -0.588
O 1.766 0.419 -0.723
C 3.013 -1.190 0.412
C 4.060 -2.069 0.649
C 3.841 -3.110 1.543
C 2.626 -3.213 2.210
C 1.647 -2.270 1.927
N 1.865 -1.309 1.051
C 0.238 -2.193 2.523
O -0.111 -2.956 3.396
O -0.447 -1.234 2.017
H 4.990 -1.954 0.115
H 4.612 -3.850 1.708
H 2.413 -4.009 2.906
N -2.636 1.114 -0.128
C -3.241 1.917 -1.191
C -2.367 3.116 -1.547
C -1.112 2.712 -2.313
N -0.136 2.028 -1.464
H -3.179 0.264 -0.020
H -2.721 1.624 0.746
H -4.236 2.277 -0.890
H -3.355 1.282 -2.069
H -2.089 3.642 -0.634
H -2.941 3.799 -2.175
H -0.664 3.612 -2.761
H -1.392 2.026 -3.114
H 0.176 2.657 -0.727
H 0.687 1.813 -2.020
O -4.228 -2.409 -0.765
C -3.698 -3.592 -0.420
C -4.548 -4.693 -0.297
C -4.044 -5.938 0.013
C -2.678 -6.131 0.181
C -1.828 -5.053 0.089
C -2.325 -3.780 -0.188
C -1.385 -2.650 -0.151
O -0.154 -2.823 -0.124
O -1.848 -1.459 -0.113
H -3.513 -1.742 -0.806
H -5.606 -4.534 -0.429
H -4.719 -6.771 0.133
H -2.287 -7.110 0.405
H -0.764 -5.150 0.246
C 2.359 5.741 3.630
C 1.408 4.903 4.189
C 1.078 3.708 3.575
C 1.694 3.336 2.382
C 2.665 4.180 1.839
C 2.991 5.374 2.452
C 1.385 2.114 1.634
C 0.197 1.512 1.479
C -0.992 2.089 2.128
C -1.403 3.397 1.851
C -2.609 3.876 2.329
C -3.407 3.084 3.139
C -2.976 1.813 3.484
C -1.790 1.316 2.974
H 2.615 6.674 4.111
H 0.919 5.183 5.112
H 0.348 3.056 4.028
H 3.151 3.889 0.918
H 3.742 6.014 2.010
H 2.245 1.734 1.097
H -0.774 4.037 1.249
H -2.938 4.868 2.060
H -4.353 3.453 3.507
H -3.584 1.195 4.128
H -1.476 0.315 3.216
C -2.175 -3.538 -4.016
C -2.258 -2.249 -4.826
C -1.091 -1.296 -4.506
C -1.228 0.053 -5.266
C -1.464 -0.062 -6.767
C 0.205 -1.949 -4.933
O 0.419 -2.353 -6.050
N 1.161 -2.049 -3.957
C 1.054 -1.659 -2.628
O 1.934 -1.958 -1.840
N -0.035 -0.959 -2.258
C -1.140 -0.908 -3.028
O -2.181 -0.494 -2.542
H -3.008 -4.191 -4.266
H -2.216 -3.329 -2.949
H -1.250 -4.070 -4.230
H -3.192 -1.729 -4.604
H -2.222 -2.490 -5.888
H -0.311 0.627 -5.091
H -2.065 0.593 -4.816
H -0.712 -0.689 -7.239
H -1.414 0.932 -7.205
H -2.445 -0.478 -6.977
H 2.018 -2.533 -4.202
```

Values from the calculation:
Energy above the lowest of the compared OMol25 structures with the same formula, charge and spin   50.6 kcal/mol
LUMO energy   -0.048 Ha
Highest occupied orbital energy   -0.307 Ha
Max |F|   2.32 eV/A

Löwdin population analysis, charges in e, atoms 1 to 8: Ta 2.21; O 0.13; C -0.57; O -0.24; C -0.17; C 0.04; C -0.01; C 0.04